C6H10O in the gas phase in a non-equilibrium geometry. Source: the OMol25 dataset; level of theory: wB97M-V/def2-TZVPD.

Lowest unoccupied orbital energy ... 0.9 eV
ΔE to the lowest compared entry with this formula, charge and spin ... 45.95 kcal/mol
Electronic energy ... -8429.2480 eV
SMILES ... C[C@H]1C[C@H]1/C=C\O

Cartesian coordinates (Å):
1 O 2.398 -0.626 1.215
2 C -1.107 0.775 -0.414
3 C 2.148 -1.161 -0.003
4 C -2.073 -0.271 0.080
5 C 0.953 -0.931 -0.570
6 C 0.343 0.445 -0.594
7 C -0.092 1.362 0.525
8 H -2.428 -0.897 -0.746
9 H 1.465 -0.504 1.468
10 H 2.992 -1.708 -0.424
11 H -0.090 1.010 1.554
12 H 0.813 0.993 -1.416
13 H 0.583 -1.625 -1.312
14 H -1.597 -0.928 0.816
15 H 0.149 2.420 0.436
16 H -2.945 0.195 0.551
17 H -1.512 1.451 -1.164

C6H10O in the gas phase in a non-equilibrium geometry. Source: the OMol25 dataset; level of theory: wB97M-V/def2-TZVPD.

Lowest unoccupied orbital energy (alpha / beta) ... 0.2 / 0.8 eV
ΔE to the lowest compared entry with this formula, charge and spin ... 118.82 kcal/mol
Electronic energy ... -8426.0878 eV

Cartesian coordinates (Å):
1 O 1.365 0.638 0.157
2 C 0.948 -0.044 -0.942
3 C -0.564 -1.174 2.126
4 C -1.218 -0.844 0.813
5 C 1.592 0.212 -2.243
6 C 0.082 0.954 -0.335
7 C -1.248 0.560 0.415
8 H -0.717 -2.180 2.542
9 H 2.520 0.776 -2.204
10 H -1.613 -1.580 0.237
11 H -1.945 0.710 -0.496
12 H -1.410 1.300 1.290
13 H 0.831 0.730 -2.705
14 H 1.734 -0.692 -2.818
15 H 0.513 -0.820 1.980
16 H 0.036 1.927 -0.782
17 H -0.905 -0.473 2.963

A molecular structure, C23H24AlBF6N9PS2 in a non-equilibrium geometry. Source: the OMol25 dataset; level of theory: wB97M-V/def2-TZVPD.

Lowest unoccupied orbital energy ... -11.1 eV
Charge ... +2
ΔE to the lowest compared entry with this formula, charge and spin ... 9.70 kcal/mol
Electronic energy ... -92185.6032 eV

Cartesian coordinates (Å):
1 S 2.750 1.642 -1.588
2 S 4.210 2.781 0.828
3 P 0.428 4.473 -0.371
4 Al 0.572 0.708 -0.434
5 F -0.820 4.354 0.569
6 F -0.500 4.492 -1.633
7 F 1.680 4.169 -1.338
8 F 1.371 4.001 0.854
9 F 0.687 5.981 -0.223
10 F 0.168 2.420 -0.538
11 N 1.321 -1.163 -0.503
12 N -0.370 0.286 -2.085
13 N -3.404 -2.389 -1.035
14 N 0.370 -2.146 -0.566
15 N 2.086 1.241 0.872
16 N -1.478 -0.911 0.526
17 N -0.806 0.241 0.823
18 N -2.132 -2.844 -0.917
19 N -1.167 -0.817 -1.984
20 C 2.323 -3.166 -0.476
21 C -1.510 0.045 -3.985
22 C 3.624 2.201 2.328
23 C -3.403 -4.626 -1.182
24 C -2.403 -0.072 2.344
25 C -2.434 -1.111 1.437
26 C -5.657 -3.307 -1.363
27 C -1.852 -0.972 -3.122
28 C 2.935 1.888 0.044
29 C 1.854 0.706 3.249
30 C -1.019 2.085 2.519
31 C -1.386 0.777 1.915
32 C 0.028 2.098 -3.775
33 C 4.146 2.413 3.595
34 C 2.398 0.914 4.475
35 C 2.518 -1.789 -0.461
36 C 0.958 -3.341 -0.544
37 C -2.117 -4.205 -1.008
38 C 3.857 -1.138 -0.447
39 C 2.456 1.355 2.143
40 C -4.187 -3.442 -1.196
41 C -0.589 0.836 -3.294
42 C 3.532 1.774 4.653
43 B -1.114 -1.732 -0.734
44 H -6.095 -2.778 -0.516
45 H -2.555 -1.775 -3.259
46 H 3.924 1.919 5.652
47 H -1.140 2.045 3.600
48 H -0.009 2.401 2.269
49 H 0.997 2.293 -3.314
50 H 4.629 -1.898 -0.532
51 H -1.888 0.212 -4.978
52 H 0.992 0.070 3.093
53 H -3.754 -5.638 -1.296
54 H 4.044 -0.567 0.465
55 H 3.081 -3.930 -0.453
56 H -3.045 0.072 3.195
57 H -5.890 -2.711 -2.246
58 H 0.408 -4.262 -0.560
59 H 1.977 0.418 5.339
60 H -1.692 2.859 2.151
61 H 0.152 2.070 -4.855
62 H 3.975 -0.464 -1.306
63 H -0.606 2.950 -3.533
64 H -3.091 -1.960 1.393
65 H 5.010 3.046 3.745
66 H -6.129 -4.281 -1.460
67 H -1.222 -4.797 -0.965

C18H21ClN2O4S in the gas phase in a non-equilibrium geometry. Source: the OMol25 dataset; level of theory: wB97M-V/def2-TZVPD.

Lowest unoccupied orbital energy ... 0.5 eV
ΔE to the lowest compared entry with this formula, charge and spin ... 14.16 kcal/mol
Electronic energy ... -53534.7044 eV
SMILES ... Cc1cc(OCc2nnc(SCC(=O)OC3CCCCC3)o2)ccc1Cl

Cartesian coordinates (Å):
1 Cl -6.824 -0.809 0.823
2 S 1.461 -2.218 -1.580
3 O 3.557 -0.924 -0.274
4 O 4.364 -2.546 1.053
5 O -2.163 1.970 -1.391
6 O 0.150 0.089 -1.387
7 N 0.770 -0.704 0.568
8 N 0.123 0.458 0.770
9 C 4.109 0.644 1.497
10 C -4.288 -0.374 2.422
11 C 5.675 2.155 -0.479
12 C 5.102 1.722 1.921
13 C 0.773 -0.901 -0.717
14 C 5.236 2.788 0.838
15 C -3.197 0.817 0.504
16 C -5.442 0.488 -1.086
17 C -4.335 1.137 -1.591
18 C 3.557 -2.127 0.269
19 C 2.382 -2.970 -0.210
20 C -0.977 2.176 -0.666
21 C -5.422 0.003 0.212
22 C -4.304 0.156 1.024
23 C -3.203 1.306 -0.796
24 C 4.682 1.081 -0.914
25 C 4.547 0.021 0.173
26 C -0.237 0.913 -0.383
27 H -4.325 1.521 -2.598
28 H -1.159 2.687 0.288
29 H 5.005 0.612 -1.845
30 H 3.700 1.529 -1.084
31 H 6.076 1.263 2.102
32 H 4.273 3.286 0.698
33 H -3.314 -0.229 2.880
34 H -2.331 0.930 1.136
35 H -5.042 0.131 3.024
36 H 2.742 -3.937 -0.558
37 H 5.751 2.917 -1.256
38 H 5.962 3.541 1.147
39 H 1.699 -3.116 0.627
40 H 4.045 -0.136 2.257
41 H -4.526 -1.437 2.424
42 H 4.766 2.176 2.854
43 H -0.366 2.815 -1.312
44 H 6.662 1.704 -0.354
45 H -6.321 0.355 -1.697
46 H 3.113 1.075 1.371
47 H 5.493 -0.517 0.312

2 unconnected molecules or ions with the total composition C5H12N2O in a non-equilibrium geometry. Source: the OMol25 dataset; level of theory: wB97M-V/def2-TZVPD.

Lowest unoccupied orbital energy ... 0.9 eV
ΔE to the lowest compared entry with this formula, charge and spin ... 89.81 kcal/mol
Electronic energy ... -10404.5294 eV
SMILES ... [H]/N=C\C.C=C(C)NO

Cartesian coordinates (Å):
1 O -1.928 1.064 -2.064
2 N 1.063 -2.203 -0.719
3 N -1.049 0.326 -1.199
4 C -0.375 1.205 -0.295
5 C 0.608 -1.834 1.686
6 C 0.891 1.843 -0.777
7 C 0.278 -2.061 0.246
8 C -0.912 1.411 0.899
9 H 1.310 2.508 -0.028
10 H 1.624 1.074 -1.023
11 H 0.161 -2.621 2.291
12 H -2.812 0.945 -1.695
13 H 0.683 2.409 -1.685
14 H 1.681 -1.821 1.853
15 H 0.176 -0.881 2.000
16 H -0.379 -0.108 -1.834
17 H 2.052 -2.167 -0.470
18 H -1.833 0.935 1.188
19 H -0.457 2.072 1.617
20 H -0.781 -2.095 0.010

A molecular structure, C36H39BaClP2 in a non-equilibrium geometry. Source: the OMol25 dataset; level of theory: wB97M-V/def2-TZVPD.

Lowest unoccupied orbital energy ... 0.0 eV
ΔE to the lowest compared entry with this formula, charge and spin ... 105.04 kcal/mol
Electronic energy ... -69747.0199 eV

Cartesian coordinates (Å):
1 Ba 0.170 -0.086 0.035
2 Cl 3.433 -1.625 -0.951
3 P -0.087 2.324 -0.711
4 P -2.422 0.061 -0.167
5 C -3.633 -0.465 3.679
6 C -4.114 -0.349 -2.271
7 C 0.038 -2.085 0.637
8 C 0.697 5.703 1.318
9 C 0.113 4.752 0.468
10 C -5.673 3.687 -4.719
11 C -5.139 -1.656 2.212
12 C -3.583 5.776 -3.049
13 C -2.788 1.780 -0.525
14 C -2.902 -0.025 2.572
15 C -3.032 -0.853 -1.556
16 C 1.326 3.658 -2.591
17 C 1.892 3.859 -3.854
18 C 1.827 5.367 2.066
19 C -3.827 5.393 -4.302
20 C -4.534 6.068 -1.920
21 C -6.027 4.023 -2.191
22 C 1.791 3.140 1.124
23 C 0.532 2.548 -2.355
24 C -2.450 -2.067 -1.918
25 C 1.654 2.942 -4.881
26 C -4.616 -1.062 -3.367
27 C -5.897 3.277 -3.290
28 C 0.661 3.479 0.379
29 C 2.377 4.087 1.969
30 C -1.842 2.689 -0.771
31 C -5.973 5.521 -2.053
32 C 2.976 -0.149 -0.163
33 C 0.298 1.618 -3.377
34 C -4.032 -2.277 -3.735
35 C -4.410 -1.212 1.105
36 C -3.303 -0.398 1.282
37 C -4.752 -1.279 3.500
38 C -2.950 -2.781 -3.011
39 C -5.150 5.120 -4.968
40 C 0.858 1.821 -4.640
41 H -2.530 5.913 -2.775
42 H -3.325 -0.172 4.680
43 H 3.391 -0.119 0.865
44 H -5.321 -1.622 4.361
45 H -6.006 -2.296 2.067
46 H -2.080 3.715 -1.042
47 H -4.715 -1.516 0.105
48 H -2.020 0.597 2.720
49 H 3.260 3.827 2.546
50 H -5.462 -0.671 -3.927
51 H 2.282 6.106 2.722
52 H 2.215 2.137 1.034
53 H -4.092 5.657 -0.999
54 H 0.269 6.700 1.389
55 H -5.968 2.192 -3.156
56 H 0.588 -2.106 1.575
57 H 2.091 3.100 -5.864
58 H -6.168 3.482 -1.246
59 H 3.340 0.721 -0.740
60 H -4.425 -2.833 -4.583
61 H -5.908 5.851 -4.673
62 H -4.581 7.157 -1.757
63 H -2.499 -3.731 -3.290
64 H -0.311 0.732 -3.192
65 H -4.955 2.977 -5.160
66 H -3.849 2.016 -0.580
67 H -4.578 0.590 -1.985
68 H -6.517 5.808 -1.138
69 H 0.546 -2.664 -0.122
70 H -1.612 -2.455 -1.335
71 H 1.519 4.377 -1.797
72 H -0.757 5.026 -0.120
73 H 0.672 1.102 -5.434
74 H -2.951 5.222 -4.943
75 H 2.517 4.730 -4.034
76 H -0.974 -2.417 0.779
77 H -6.488 6.022 -2.877
78 H -6.605 3.546 -5.289
79 H -5.025 5.239 -6.057

A molecular structure, C48H45F9GeMnN3O5P2 in a non-equilibrium geometry. Source: the OMol25 dataset; level of theory: wB97M-V/def2-TZVPD.

2S+1 ... 6
Expectation value of S² ... 8.76
Lowest unoccupied orbital energy (alpha / beta) ... 2.1 / 1.9 eV
Charge ... -1
ΔE to the lowest compared entry with this formula, charge and spin ... 27.18 kcal/mol
Electronic energy ... -196092.4664 eV

Cartesian coordinates (Å):
1 Ge 3.561 5.762 0.109
2 Mn -0.065 -0.355 -0.425
3 P 2.377 0.066 1.282
4 P 1.873 -0.951 -1.736
5 F -2.027 -4.062 -2.774
6 F -3.564 -0.406 -0.101
7 F -2.913 -1.708 -3.944
8 F -4.215 -0.546 -2.672
9 F -4.813 -2.154 -0.338
10 F -2.984 -2.275 0.809
11 F -1.570 -4.002 -0.664
12 F -4.634 -2.640 -3.033
13 F -3.598 -4.372 -1.311
14 O 1.586 1.816 -2.599
15 O 1.245 1.908 -0.373
16 O -1.167 -1.827 4.678
17 O 0.116 -2.009 0.708
18 O -1.564 -1.441 -1.695
19 N -1.311 1.421 -0.868
20 N -0.765 -0.711 2.374
21 N -0.845 0.179 1.377
22 C -2.704 -2.090 -1.586
23 C 4.553 -0.179 -2.191
24 C -1.571 2.011 -2.023
25 C -3.527 -1.734 -0.293
26 C 1.925 -1.225 -3.548
27 C 2.275 -2.699 -1.243
28 C -1.463 1.301 1.499
29 C -0.052 -2.965 2.863
30 C 3.194 -1.113 2.467
31 C -1.643 2.058 0.285
32 C 3.299 4.035 -0.814
33 C 4.575 9.129 -2.279
34 C 0.936 6.632 1.092
35 C -0.425 -4.033 5.001
36 C 0.728 -5.218 3.254
37 C 3.512 9.231 -3.165
38 C -0.225 -1.855 1.922
39 C -0.208 5.723 3.000
40 C -0.199 6.548 1.884
41 C 4.993 0.695 0.390
42 C -2.484 -3.649 -1.574
43 C 3.521 7.238 -1.200
44 C 7.694 5.116 0.541
45 C 6.020 0.757 -0.537
46 C 0.205 -5.175 4.542
47 C 2.572 1.583 2.309
48 C 3.738 0.195 0.046
49 C -2.167 3.353 0.257
50 C 6.905 5.541 2.768
51 C 5.797 0.316 -1.833
52 C -2.433 3.955 -0.952
53 C 2.457 7.356 -2.095
54 C -2.158 3.261 -2.126
55 C 5.626 5.757 2.273
56 C 1.921 3.888 -1.468
57 C 2.055 5.070 2.522
58 C 2.075 5.887 1.393
59 C 2.449 8.345 -3.067
60 C 0.590 -4.124 2.424
61 C 0.926 4.991 3.324
62 C -3.634 -1.755 -2.815
63 C -0.557 -2.918 4.178
64 C 5.360 5.644 0.911
65 C 3.512 -0.251 -1.268
66 C 4.575 8.142 -1.304
67 C 7.940 5.217 1.904
68 C 1.548 2.403 -1.499
69 C 6.414 5.325 0.054
70 H 1.917 4.290 -2.481
71 H 0.924 4.347 4.194
72 H 2.927 4.474 2.768
73 H 2.430 -2.746 -0.166
74 H 4.095 3.856 -1.541
75 H 1.227 -6.110 2.898
76 H 3.160 -3.079 -1.758
77 H 2.585 -1.157 3.373
78 H -0.831 -3.989 6.004
79 H 0.967 -4.135 1.410
80 H 5.176 1.051 1.397
81 H 8.936 5.042 2.290
82 H 7.095 5.623 3.831
83 H 4.824 6.015 2.956
84 H 3.410 3.267 -0.044
85 H 6.596 0.352 -2.564
86 H 1.927 1.459 3.182
87 H 3.216 -2.113 2.033
88 H -2.853 4.952 -0.993
89 H 1.412 -3.326 -1.480
90 H 5.408 9.819 -2.353
91 H -2.383 3.689 -3.092
92 H -2.353 3.862 1.195
93 H 1.005 -1.759 -3.796
94 H 5.410 8.067 -0.615
95 H -1.096 5.648 3.615
96 H -1.295 1.455 -2.911
97 H 1.630 6.657 -2.040
98 H 4.393 -0.506 -3.210
99 H 0.281 -6.040 5.189
100 H -1.083 7.120 1.625
101 H 2.219 2.433 1.732
102 H -1.885 1.606 2.452
103 H 3.599 1.741 2.644
104 H 2.777 -1.841 -3.837
105 H 1.616 8.419 -3.756
106 H 6.223 5.232 -1.011
107 H 3.514 9.994 -3.933
108 H 1.152 4.386 -0.867
109 H 1.938 -0.271 -4.064
110 H -1.199 -1.148 3.951
111 H 8.499 4.868 -0.139
112 H 4.210 -0.812 2.730
113 H 0.937 7.283 0.225
114 H 6.988 1.150 -0.249

2 unconnected molecules or ions with the total composition C6H12O in a non-equilibrium geometry. Source: the OMol25 dataset; level of theory: wB97M-V/def2-TZVPD.

Lowest unoccupied orbital energy ... 1.1 eV
ΔE to the lowest compared entry with this formula, charge and spin ... 88.94 kcal/mol
Electronic energy ... -8460.4973 eV
SMILES ... C=C(C)[C@H]1O[C@H]1C.[H][H]

Cartesian coordinates (Å):
1 O 1.140 1.474 -0.160
2 C 0.663 0.450 0.705
3 C 0.369 -0.952 0.261
4 C -1.320 1.955 -0.266
5 C -0.699 -1.600 0.727
6 C -0.076 1.713 0.549
7 C 1.489 -1.643 -0.477
8 H -0.694 -0.706 -1.149
9 H 2.152 -2.015 0.308
10 H -0.283 -0.323 -1.663
11 H -0.853 -2.651 0.496
12 H 2.068 -0.981 -1.133
13 H 0.037 2.407 1.387
14 H -1.359 1.319 -1.150
15 H -1.342 2.998 -0.601
16 H -2.214 1.779 0.342
17 H -1.477 -1.077 1.275
18 H 1.143 -2.499 -1.065
19 H 1.256 0.352 1.614

The highest ΔE to the lowest compared entry with this formula, charge and spin belongs to which entry? number 2